Record 1
{"formula": "C36H37F3N8O3S2Ta", "method": "ωB97M-V with the def2-TZVPD basis set", "elements": ["Ta", "C", "O", "C", "C", "C", "C", "C", "C", "N", "N", "C", "C", "O", "C", "C", "C", "C", "C", "C", "C", "C", "H", "H", "H", "H", "H", "H", "H", "H", "H", "H", "H", "H", "H", "O", "N", "C", "C", "C", "C", "C", "S", "H", "H", "H", "H", "C", "C", "N", "C", "S", "N", "C", "C", "H", "H", "H", "H", "H", "H", "H", "H", "H", "H", "H", "H", "N", "C", "C", "N", "C", "H", "H", "H", "H", "F", "C", "F", "F", "C", "C", "C", "N", "C", "C", "H", "H", "H", "H"], "positions_angstrom": [[0.00, -0.04, -0.20], [-0.39, 1.31, -3.30], [0.06, 0.18, -2.52], [0.82, -0.76, -3.21], [1.35, -0.56, -4.47], [2.10, -1.58, -5.04], [2.31, -2.77, -4.36], [1.77, -2.96, -3.10], [1.01, -1.95, -2.52], [0.42, -2.02, -1.23], [0.40, -3.20, -0.77], [-0.07, -3.52, 0.46], [-0.66, -2.61, 1.34], [-0.75, -1.33, 1.04], [-1.18, -3.05, 2.58], [-1.09, -4.36, 2.93], [-0.48, -5.33, 2.08], [-0.39, -6.68, 2.47], [0.18, -7.60, 1.63], [0.67, -7.20, 0.38], [0.60, -5.88, -0.01], [0.03, -4.92, 0.83], [-0.93, 0.94, -4.17], [0.46, 1.92, -3.59], [-1.06, 1.87, -2.67], [1.20, 0.36, -5.01], [2.52, -1.44, -6.03], [2.90, -3.55, -4.82], [1.93, -3.88, -2.56], [-1.65, -2.32, 3.22], [-1.49, -4.69, 3.88], [-0.79, -6.97, 3.43], [0.24, -8.64, 1.93], [1.11, -7.93, -0.28], [0.97, -5.59, -0.98], [-0.52, 1.57, 0.94], [-1.80, 1.88, 1.23], [-2.01, 2.73, 2.26], [-3.28, 3.11, 2.58], [-4.34, 2.62, 1.83], [-4.10, 1.76, 0.78], [-2.79, 1.38, 0.46], [-2.37, 0.38, -0.87], [-1.11, 3.03, 2.77], [-3.44, 3.79, 3.41], [-5.36, 2.91, 2.06], [-4.90, 1.37, 0.17], [0.33, 5.03, -2.00], [-0.08, 4.25, -0.76], [1.04, 4.05, 0.17], [1.88, 3.02, 0.19], [1.78, 1.76, -0.99], [2.85, 3.05, 1.11], [3.95, 2.10, 1.25], [5.26, 2.68, 0.75], [-0.53, 5.17, -2.65], [1.11, 4.49, -2.55], [0.72, 6.01, -1.73], [-0.46, 3.27, -1.02], [-0.86, 4.77, -0.21], [1.23, 4.83, 0.79], [2.91, 3.87, 1.69], [3.68, 1.20, 0.70], [4.02, 1.83, 2.31], [5.19, 2.93, -0.31], [6.06, 1.95, 0.88], [5.54, 3.57, 1.31], [3.21, -2.21, 1.90], [3.88, -2.00, 0.71], [3.08, -1.17, 0.00], [1.94, -0.87, 0.73], [2.06, -1.53, 1.87], [3.53, -2.79, 2.66], [4.83, -2.44, 0.49], [3.25, -0.76, -0.99], [1.35, -1.50, 2.68], [-1.47, 0.11, 8.25], [-0.48, 0.93, 7.88], [0.56, 0.73, 8.69], [-0.91, 2.19, 8.07], [-0.11, 0.72, 6.44], [1.21, 0.73, 6.03], [1.47, 0.58, 4.67], [0.52, 0.42, 3.75], [-0.74, 0.39, 4.17], [-1.11, 0.53, 5.49], [2.01, 0.86, 6.74], [2.49, 0.58, 4.32], [-1.50, 0.22, 3.41], [-2.16, 0.50, 5.79]], "relative_energy_kcal_mol": 2.7, "charge": 2, "homo_lumo_gap_ev": [6.6, 6.5], "spin_multiplicity": 2, "s_squared": 0.766}

Record 2
{"formula": "C5H15NO", "method": "ωB97M-V with the def2-TZVPD basis set", "elements": ["C", "C", "C", "N", "C", "C", "H", "H", "H", "H", "H", "H", "H", "H", "H", "H", "H", "H", "H", "O", "H", "H"], "positions_angstrom": [[0.77, 1.46, -2.41], [0.16, 0.51, -1.39], [-0.29, -0.90, -1.93], [0.79, 0.37, -0.07], [0.56, 1.43, 0.85], [2.08, -0.30, -0.02], [-0.06, 2.09, -2.76], [1.07, 0.85, -3.27], [1.56, 2.14, -2.08], [-0.82, 0.94, -1.09], [-0.77, -0.65, -2.89], [0.57, -1.56, -2.04], [-1.08, -1.20, -1.27], [1.23, 2.33, 0.68], [-0.49, 1.70, 0.71], [0.79, 1.36, 1.92], [2.16, -0.80, 0.96], [2.97, 0.34, -0.09], [2.14, -1.09, -0.76], [-3.55, -2.19, 4.15], [-3.08, -3.05, 4.14], [-3.10, -1.46, 4.55]], "relative_energy_kcal_mol": 41.6, "charge": 0, "homo_lumo_gap_ev": 8.8, "smiles": "CC(C)N(C)C.O"}

Record 3
{"formula": "C10H22ClFeO4P2", "method": "ωB97M-V with the def2-TZVPD basis set", "elements": ["C", "C", "H", "H", "H", "O", "Cl", "Fe", "P", "C", "C", "H", "H", "H", "H", "H", "H", "C", "H", "H", "H", "P", "C", "C", "H", "H", "H", "C", "H", "H", "H", "H", "H", "H", "C", "O", "O", "C", "O", "H"], "positions_angstrom": [[1.89, -3.62, -1.05], [1.16, -2.50, -0.38], [2.04, -4.63, -0.64], [2.89, -3.19, -1.34], [1.32, -3.75, -1.98], [0.63, -2.27, 0.68], [1.04, -1.29, -1.59], [-0.39, 1.56, -0.44], [2.02, 0.90, 0.46], [2.29, 0.91, 2.23], [3.52, 0.05, -0.15], [4.39, 0.61, 0.21], [3.03, 2.98, 0.50], [3.56, -0.01, -1.24], [2.47, 2.63, -1.19], [2.22, -0.12, 2.59], [3.58, -0.97, 0.25], [2.20, 2.61, -0.11], [3.28, 1.34, 2.41], [1.27, 3.18, 0.08], [1.50, 1.51, 2.69], [-1.88, -0.46, -0.73], [-3.00, -0.96, 0.60], [-2.79, 0.79, -1.68], [-1.58, -1.76, -2.81], [-3.13, -2.12, -2.05], [-1.64, -2.81, -1.41], [-2.07, -1.91, -1.85], [-2.21, 1.15, -2.55], [-3.74, 0.34, -1.96], [-3.88, -1.48, 0.21], [-3.31, -0.07, 1.14], [-2.99, 1.64, -1.01], [-2.46, -1.62, 1.28], [-0.62, 0.78, 1.51], [-0.83, 0.43, 2.58], [-3.00, 2.18, 0.77], [-2.16, 3.05, 1.15], [-0.92, 2.85, 1.48], [-2.58, 4.06, 1.30]], "charge": 2, "homo_lumo_gap_ev": [7.9, 6.6], "spin_multiplicity": 6, "s_squared": 8.774}

Record 4
{"formula": "C42H63BClN8O5S4Sr", "method": "ωB97M-V with the def2-TZVPD basis set", "elements": ["Sr", "C", "C", "C", "C", "N", "N", "B", "N", "N", "C", "C", "C", "C", "C", "S", "C", "C", "C", "C", "N", "N", "C", "C", "C", "C", "C", "S", "C", "C", "C", "C", "C", "S", "C", "C", "C", "C", "H", "H", "H", "H", "H", "H", "H", "H", "H", "H", "H", "H", "H", "H", "H", "H", "H", "H", "H", "H", "H", "H", "H", "H", "H", "H", "H", "H", "H", "H", "H", "H", "H", "H", "H", "H", "H", "H", "H", "O", "H", "H", "O", "H", "H", "Cl", "C", "C", "O", "O", "H", "H", "C", "N", "N", "C", "O", "C", "C", "C", "C", "C", "C", "C", "C", "C", "H", "H", "H", "H", "H", "H", "H", "H", "H", "H", "H", "H", "C", "S", "C", "H", "H", "H", "H", "H", "H"], "positions_angstrom": [[-1.73, 0.72, -1.85], [-0.62, -3.55, 0.58], [0.33, -2.41, 0.45], [1.66, -2.62, 0.22], [2.54, -1.51, 0.13], [2.11, -0.30, 0.33], [0.81, -0.08, 0.58], [0.58, 1.36, 1.06], [1.84, 2.20, 1.03], [2.48, 2.29, 2.20], [3.55, 3.02, 2.29], [4.04, 3.73, 1.16], [3.39, 3.65, -0.03], [3.84, 4.40, -1.24], [2.21, 2.83, -0.11], [1.33, 2.65, -1.52], [4.21, 3.05, 3.67], [3.13, 3.29, 4.74], [4.87, 1.69, 3.91], [5.26, 4.15, 3.76], [-0.12, 1.34, 2.46], [0.09, 0.65, 3.54], [-0.86, 0.68, 4.46], [-2.03, 1.45, 4.27], [-2.24, 2.15, 3.11], [-3.49, 2.90, 2.78], [-1.22, 2.04, 2.17], [-0.93, 2.50, 0.52], [-0.62, -0.21, 5.66], [-1.66, 0.00, 6.76], [0.78, 0.05, 6.24], [-0.70, -1.67, 5.16], [-0.13, -1.06, 0.57], [-1.78, -0.73, 0.74], [4.04, -1.63, -0.13], [4.78, -1.08, 1.10], [4.39, -0.78, -1.36], [4.46, -3.07, -0.38], [-0.09, -4.47, 0.82], [-1.14, -3.69, -0.37], [-1.37, -3.35, 1.34], [2.03, -3.62, 0.11], [4.93, 4.34, 1.24], [4.66, 5.07, -1.00], [3.01, 4.97, -1.66], [4.16, 3.71, -2.02], [2.40, 2.48, 4.72], [2.62, 4.24, 4.56], [3.59, 3.32, 5.72], [4.13, 0.89, 3.84], [5.32, 1.67, 4.90], [5.65, 1.50, 3.17], [4.84, 5.13, 3.51], [6.11, 3.95, 3.09], [5.65, 4.20, 4.77], [-2.78, 1.47, 5.04], [-4.13, 3.01, 3.65], [-4.04, 2.36, 2.01], [-3.25, 3.89, 2.38], [-1.66, 1.04, 7.11], [-1.41, -0.64, 7.61], [-2.66, -0.26, 6.43], [0.85, 1.06, 6.66], [1.54, -0.06, 5.46], [0.99, -0.67, 7.03], [-1.66, -1.86, 4.67], [-0.59, -2.36, 6.00], [0.10, -1.86, 4.44], [4.48, -0.05, 1.29], [5.86, -1.10, 0.92], [4.57, -1.68, 1.98], [4.04, 0.25, -1.22], [3.93, -1.19, -2.26], [5.47, -0.76, -1.50], [4.26, -3.70, 0.49], [5.53, -3.11, -0.57], [3.95, -3.50, -1.25], [-4.20, 1.65, -0.60], [-4.33, 2.57, -0.84], [-4.73, 1.14, -1.23], [-0.79, -3.20, -2.68], [-0.47, -2.30, -2.51], [-0.17, -3.59, -3.31], [1.84, 1.46, -5.24], [1.76, 0.30, -3.90], [0.37, 0.25, -3.26], [-0.55, 0.96, -3.71], [0.22, -0.54, -2.28], [2.48, 0.61, -3.15], [2.03, -0.68, -4.28], [-4.03, -5.04, -3.03], [-4.33, -3.65, -2.69], [-3.76, -2.59, -3.35], [-3.75, -1.50, -2.53], [-3.31, -0.37, -2.87], [-4.38, -1.90, -1.32], [-4.68, -3.23, -1.45], [-5.30, -4.16, -0.47], [-3.50, -2.60, -4.75], [-2.42, -1.90, -5.26], [-2.19, -1.88, -6.62], [-3.03, -2.57, -7.48], [-4.13, -3.25, -6.98], [-4.38, -3.25, -5.61], [-3.59, -5.09, -4.01], [-4.95, -5.63, -3.02], [-3.33, -5.46, -2.30], [-4.54, -1.28, -0.46], [-5.61, -3.60, 0.41], [-4.60, -4.94, -0.16], [-6.17, -4.65, -0.89], [-1.77, -1.35, -4.59], [-1.34, -1.33, -7.02], [-2.85, -2.57, -8.55], [-4.80, -3.77, -7.64], [-5.26, -3.75, -5.23], [-1.39, 4.13, -3.37], [-2.91, 3.16, -3.20], [-3.06, 2.53, -4.89], [-0.59, 3.48, -3.74], [-1.13, 4.49, -2.37], [-1.55, 4.97, -4.04], [-3.38, 3.33, -5.56], [-3.81, 1.74, -4.87], [-2.11, 2.11, -5.20]], "relative_energy_kcal_mol": 25.9, "charge": 1, "homo_lumo_gap_ev": 7.6}

Please write out number 2 again, unchanged.
{"formula": "C5H15NO", "method": "ωB97M-V with the def2-TZVPD basis set", "elements": ["C", "C", "C", "N", "C", "C", "H", "H", "H", "H", "H", "H", "H", "H", "H", "H", "H", "H", "H", "O", "H", "H"], "positions_angstrom": [[0.77, 1.46, -2.41], [0.16, 0.51, -1.39], [-0.29, -0.90, -1.93], [0.79, 0.37, -0.07], [0.56, 1.43, 0.85], [2.08, -0.30, -0.02], [-0.06, 2.09, -2.76], [1.07, 0.85, -3.27], [1.56, 2.14, -2.08], [-0.82, 0.94, -1.09], [-0.77, -0.65, -2.89], [0.57, -1.56, -2.04], [-1.08, -1.20, -1.27], [1.23, 2.33, 0.68], [-0.49, 1.70, 0.71], [0.79, 1.36, 1.92], [2.16, -0.80, 0.96], [2.97, 0.34, -0.09], [2.14, -1.09, -0.76], [-3.55, -2.19, 4.15], [-3.08, -3.05, 4.14], [-3.10, -1.46, 4.55]], "relative_energy_kcal_mol": 41.6, "charge": 0, "homo_lumo_gap_ev": 8.8, "smiles": "CC(C)N(C)C.O"}

What is the formula in the fourth record? C42H63BClN8O5S4Sr